Entry from the OMol25 dataset: one molecule with the formula C5H4N2 (ωB97M-V/def2-TZVPD).

```
11
Properties=species:S:1:pos:R:3:forces:R:3:nbo_charge:R:1
C 2.680 -0.709 -0.218 -0.4 0.1 0.0 -0.202
C 1.498 -0.523 -0.091 0.4 -0.1 0.0 -0.005
C 0.096 -0.249 0.200 0.0 0.0 0.2 -0.501
C -1.073 -1.078 -0.307 -0.2 0.5 0.1 0.118
N -1.999 -0.140 -0.335 0.1 -0.4 -0.2 -0.435
N -1.644 1.219 -0.130 0.4 -0.1 0.1 -0.243
C -0.395 1.175 0.140 -0.3 0.0 0.0 0.083
H 3.729 -0.889 -0.326 -0.3 0.0 0.0 0.240
H -0.087 -0.578 1.252 0.2 0.3 0.0 0.312
H -2.979 -0.310 -0.516 0.2 0.1 -0.1 0.411
H 0.172 2.083 0.331 -0.1 -0.3 0.0 0.222
```
Forces are in eV/Å.

As for the relative energy (zero: lowest compared OMol25 entry of this formula, charge and spin): 100.8 kcal/mol. The HOMO energy comes out at -9.20 eV. The calculation puts the total energy at -8225.123 eV. For the LUMO energy, the calculation gives 0.708 eV. Its net charge is 0.